Record 1
The following is a quantum chemistry calculation of a molecular structure, C24H51Cl2NP2Rh at a distorted geometry, from the Open Molecules 2025 dataset.

- frontier orbital gap (alpha / beta) (eV) = 2.10 / 3.89
- LUMO energy (alpha / beta) (eV) = 2.66 / 0.20

```
! RIJCOSX wB97M-V def2-TZVPD def2/J DEFGRID3
* xyz -1 5
Rh -1.288 0.864 0.954
Cl -0.240 1.170 -1.285
P -2.890 -0.411 -0.254
C -2.906 -1.301 -1.843
C -3.547 -1.445 1.106
C -3.685 1.246 -0.596
C -1.636 -2.119 -2.087
H -2.942 -0.475 -2.571
C -4.160 -2.161 -2.025
H -4.192 -3.009 -1.330
H -4.130 -2.564 -3.047
H -5.086 -1.584 -1.909
H -0.751 -1.474 -2.137
H -1.734 -2.631 -3.054
H -1.488 -2.888 -1.315
H -3.028 1.724 -1.344
C -3.701 2.099 0.669
C -5.082 1.132 -1.215
H -5.052 0.672 -2.211
H -5.472 2.155 -1.330
H -5.766 0.550 -0.577
H -2.811 1.971 1.337
H -4.587 1.876 1.283
H -3.702 3.159 0.376
C -2.813 -2.797 1.186
H -4.592 -1.588 0.783
C -3.478 -0.745 2.464
H -2.971 -3.420 0.300
H -3.181 -3.347 2.064
H -1.731 -2.655 1.332
H -2.429 -0.484 2.690
H -3.822 -1.436 3.243
H -4.069 0.173 2.507
Cl 0.123 -0.821 1.808
H -1.418 -0.502 -0.073
P 3.078 0.648 -0.307
C 3.550 2.130 -1.244
C 3.936 0.539 1.331
C 3.047 -0.808 -1.398
C 2.579 3.287 -0.950
H 3.415 1.853 -2.307
C 5.011 2.484 -0.980
H 5.147 2.879 0.039
H 5.324 3.242 -1.711
H 5.659 1.605 -1.090
H 1.582 3.081 -1.353
H 2.953 4.201 -1.427
H 2.454 3.483 0.124
H 2.429 -0.460 -2.246
C 2.324 -2.026 -0.807
C 4.476 -1.079 -1.854
H 4.847 -0.250 -2.469
H 4.493 -2.000 -2.448
H 5.157 -1.188 -0.998
H 1.387 -1.745 -0.309
H 2.947 -2.563 -0.083
H 2.067 -2.714 -1.623
C 3.334 1.609 2.263
H 5.002 0.757 1.126
C 3.775 -0.843 1.971
H 3.622 2.632 1.989
H 3.681 1.429 3.290
H 2.232 1.567 2.276
H 2.711 -1.121 2.073
H 4.223 -0.817 2.975
H 4.286 -1.621 1.394
C -0.145 1.699 4.059
C -0.411 2.804 3.122
C -0.295 4.191 3.417
C -0.494 4.885 2.217
C -0.723 3.918 1.195
C -0.877 4.238 -0.239
N -0.737 2.686 1.798
H 0.843 1.250 3.886
H -0.895 0.904 3.981
H -0.134 2.096 5.082
H -0.111 4.584 4.403
H -0.498 5.952 2.044
H -1.861 4.685 -0.438
H -0.106 4.965 -0.538
H -0.745 3.349 -0.865
*
```


Record 2
The following is a quantum chemistry calculation of 7 unconnected molecules or ions with the total composition C24H51F9O22P4 at a distorted geometry, from the Open Molecules 2025 dataset.

- frontier orbital gap (eV) = 10.70
- SMILES = CCOC(=O)C(F)(F)F.CCOC(=O)C(F)(F)F.CCOC(=O)C(F)(F)F.COP(=O)(OC)OC.COP(=O)(OC)OC.COP(=O)(OC)OC.COP(=O)(OC)OC
- LUMO energy (eV) = 0.27

```
! RIJCOSX wB97M-V def2-TZVPD def2/J DEFGRID3
* xyz 0 1
C -4.410 1.265 3.135
C -5.388 0.796 2.001
O -4.784 -0.100 1.023
C -4.423 -1.375 1.349
O -4.489 -1.922 2.431
C -3.781 -2.124 0.189
F -4.663 -3.043 -0.326
F -3.330 -1.362 -0.806
F -2.712 -2.762 0.682
H -4.188 0.405 3.767
H -4.856 2.059 3.735
H -3.535 1.721 2.671
H -5.874 1.581 1.421
H -6.191 0.221 2.464
C -2.226 5.773 2.323
C -1.461 6.613 1.266
O -0.073 6.736 1.507
C 0.786 7.447 0.732
O 0.447 8.136 -0.196
C 2.225 7.366 1.116
F 2.432 6.584 2.174
F 2.901 6.991 0.085
F 2.652 8.584 1.472
H -3.285 5.805 2.070
H -2.148 6.118 3.354
H -1.769 4.784 2.290
H -1.829 7.637 1.190
H -1.550 6.128 0.294
C 1.144 -4.848 -2.377
C 0.156 -4.275 -1.445
O -1.106 -4.975 -1.564
C -1.359 -6.179 -0.931
O -0.577 -6.771 -0.136
C -2.681 -6.782 -1.366
F -3.472 -7.062 -0.316
F -3.301 -5.944 -2.202
F -2.451 -7.924 -2.015
H 1.351 -5.911 -2.252
H 2.002 -4.176 -2.363
H 0.747 -4.713 -3.383
H 0.031 -3.209 -1.638
H 0.512 -4.373 -0.420
C -1.043 -0.783 -3.102
O -1.582 -0.888 -4.413
P -3.035 -0.346 -4.729
O -3.401 -0.089 -6.145
O -3.150 1.034 -3.846
C -2.764 2.322 -4.368
O -4.021 -1.409 -3.982
C -3.882 -2.766 -4.240
H -0.044 -0.348 -3.081
H -0.934 -1.775 -2.664
H -1.647 -0.220 -2.391
H -2.052 2.861 -3.743
H -3.566 3.018 -4.611
H -2.119 2.207 -5.239
H -3.537 -3.187 -3.295
H -3.120 -3.010 -4.981
H -4.824 -3.283 -4.424
C 1.812 2.980 1.196
O 0.686 3.289 0.454
P -0.589 2.210 0.527
O -0.877 1.745 1.913
O -1.786 3.068 -0.191
C -3.091 2.619 -0.299
O -0.179 1.073 -0.568
C 0.719 0.080 -0.241
H 1.826 2.026 1.722
H 1.960 3.733 1.970
H 2.772 3.055 0.685
H -3.382 2.896 -1.313
H -3.779 3.032 0.439
H -3.174 1.533 -0.260
H 1.523 -0.002 -0.973
H 0.150 -0.850 -0.209
H 1.152 0.187 0.754
C 1.770 -3.871 4.666
O 1.644 -2.449 4.714
P 1.316 -1.545 3.391
O 2.127 -1.798 2.179
O -0.256 -1.824 3.125
C -1.208 -1.348 4.054
O 1.330 -0.013 3.969
C 2.585 0.531 4.205
H 1.713 -4.156 3.615
H 1.029 -4.396 5.269
H 2.704 -4.198 5.123
H -0.934 -0.756 4.928
H -1.851 -2.124 4.469
H -1.910 -0.686 3.546
H 3.452 -0.093 3.989
H 2.658 0.649 5.286
H 2.789 1.419 3.606
C 7.100 -1.249 -4.364
O 6.109 -0.876 -3.490
P 6.181 -1.061 -1.927
O 6.675 -2.401 -1.410
O 7.006 0.216 -1.429
C 7.082 0.628 -0.086
O 4.591 -0.757 -1.490
C 4.108 -1.196 -0.290
H 6.872 -2.257 -4.711
H 8.077 -1.197 -3.882
H 7.271 -0.500 -5.136
H 6.758 1.668 -0.068
H 8.153 0.729 0.088
H 6.555 0.054 0.677
H 3.930 -0.408 0.443
H 4.875 -1.888 0.057
H 3.207 -1.779 -0.481
*
```